Record 1
This record from the OMol25 dataset describes C21H23Cl5N5OY as an isolated structure. The level of theory is ωB97M-V/def2-TZVPD.

The geometry in ORCA input format:
```
! wB97M-V def2-TZVPD RIJCOSX def2/J DEFGRID3
* xyz 2 1
Y -0.116 0.687 -0.134
C -1.060 -1.186 4.018
C -0.885 -0.807 2.584
N -0.224 0.214 2.186
C 0.362 1.197 3.113
C 0.695 2.520 2.392
N -0.285 2.780 1.314
C -0.093 4.029 0.519
C 0.313 3.758 -0.930
N -0.554 2.698 -1.488
C -0.260 2.181 -2.845
C -1.283 1.087 -3.189
N -1.447 0.185 -2.036
C -2.160 -0.872 -2.050
C -2.919 -1.366 -3.237
C -2.172 -1.659 -0.750
C -2.567 -2.983 -0.661
C -2.423 -3.636 0.555
C -1.898 -2.963 1.650
C -1.531 -1.637 1.491
N -1.694 -1.014 0.320
H -1.401 -0.322 4.591
H -0.103 -1.497 4.444
H -1.782 -1.985 4.153
H 1.272 0.790 3.560
H -0.336 1.382 3.932
H 1.689 2.493 1.949
H 0.694 3.309 3.148
H -1.203 2.822 1.745
H 0.636 4.683 0.998
H -1.040 4.571 0.526
H 1.352 3.429 -1.003
H 0.245 4.686 -1.503
H -1.519 3.019 -1.468
H 0.758 1.779 -2.839
H -0.298 2.966 -3.602
H -0.960 0.542 -4.076
H -2.249 1.543 -3.426
H -2.243 -1.890 -3.919
H -3.357 -0.530 -3.781
H -3.717 -2.048 -2.955
H -2.954 -3.504 -1.525
H -2.707 -4.676 0.649
H -1.760 -3.473 2.593
Cl 6.566 -2.602 -0.123
C 4.928 -2.143 -0.289
C 4.573 -0.798 -0.227
Cl 5.741 0.429 0.017
C 3.233 -0.473 -0.364
Cl 2.699 1.217 -0.272
C 2.223 -1.405 -0.572
O 0.977 -0.986 -0.694
C 2.596 -2.746 -0.620
Cl 1.353 -3.918 -0.851
C 3.933 -3.112 -0.481
Cl 4.359 -4.766 -0.535
*
```

Computed properties:
**Energy above the lowest of the compared OMol25 structures with the same formula, charge and spin**: 0.0 kcal per mole
**DFT total energy**: -95295.0520 eV
**Gap between HOMO and LUMO**: 0.23946 Eh
**LUMO energy**: -6.71 eV
**HOMO level**: -13.2 eV
**Maximum force**: 0.62 eV/A

=====

Record 2
This record from the OMol25 dataset describes C17H22BrN2NdO6PS2 as an isolated structure in a non-equilibrium geometry. The level of theory is ωB97M-V/def2-TZVPD.

The geometry in ORCA input format:
```
! wB97M-V def2-TZVPD RIJCOSX def2/J DEFGRID3
* xyz -1 4
Nd 0.450 0.510 -1.763
O 2.620 0.399 -2.739
C 1.985 0.973 -3.676
O 1.070 0.367 -4.305
C 1.847 2.508 -3.527
O 2.409 3.373 -4.156
O 0.979 2.626 -2.561
Br -6.609 0.368 -3.438
C -4.730 0.371 -3.090
C -4.043 1.569 -3.089
C -2.673 1.549 -2.835
C -1.963 0.373 -2.558
C -2.722 -0.807 -2.578
C -4.088 -0.829 -2.844
H -4.567 2.495 -3.292
H -2.152 2.504 -2.863
H -2.247 -1.764 -2.364
H -4.649 -1.755 -2.851
N 0.934 -2.335 -3.350
C 0.841 -3.649 -3.585
C 0.779 -4.274 -2.355
C 0.831 -3.230 -1.424
N 0.931 -2.059 -2.040
H 1.009 -1.536 -3.990
H 0.819 -4.035 -4.589
H 0.696 -5.329 -2.164
H 0.782 -3.253 -0.347
C 1.771 -1.568 4.578
C 2.412 -1.282 3.231
C 3.288 -0.044 3.254
O 1.405 -1.280 2.197
P 0.501 -0.055 1.698
S -0.928 -0.787 0.567
S 1.560 1.326 0.727
O 0.018 0.500 3.121
C -0.665 1.745 3.409
C 0.362 2.811 3.745
C -1.639 2.172 2.328
H 2.548 -1.792 5.312
H 1.103 -2.426 4.506
H 1.196 -0.711 4.925
H 3.033 -2.138 2.952
H 2.722 0.844 3.534
H 3.749 0.140 2.286
H 4.072 -0.198 3.997
H -1.234 1.505 4.312
H 0.939 3.085 2.863
H 1.043 2.449 4.515
H -0.141 3.701 4.125
H -1.121 2.430 1.404
H -2.175 3.058 2.675
H -2.360 1.386 2.113
*
```

Computed properties:
**Energy above the lowest of the compared OMol25 structures with the same formula, charge and spin**: 3.5 kcal per mole
**DFT total energy**: -149537.3278 eV
**Gap between HOMO and LUMO (alpha / beta)**: 0.29630 / 0.29515 Eh
**LUMO energy (alpha / beta)**: 2.58 / 2.58 eV
**HOMO level (alpha / beta)**: -5.5 / -5.4 eV
**<S²>**: 3.75
**Maximum force**: 1.55 eV/A

=====

Record 3
This record from the OMol25 dataset describes a 5-piece molecular cluster, C34H54ClI2NO8 overall. The level of theory is ωB97M-V/def2-TZVPD.

The geometry in ORCA input format:
```
! wB97M-V def2-TZVPD RIJCOSX def2/J DEFGRID3
* xyz 0 1
C 0.387 -3.866 5.660
C -0.801 -4.281 4.783
C -0.438 -4.370 3.289
N -1.354 -3.605 2.403
C -0.867 -2.370 1.943
C -1.109 -1.186 2.524
C -2.036 -1.003 3.658
I -1.169 -0.415 5.482
C -3.349 -1.157 3.577
C -4.377 -1.030 4.661
I -4.226 -1.552 1.718
C -0.397 0.020 1.974
O -0.061 0.918 2.700
C -0.146 0.052 0.488
C -0.178 1.351 -0.293
C -0.100 2.684 0.451
C -0.580 3.854 -0.395
Cl 1.597 2.990 0.959
C 0.052 -1.131 -0.113
C 0.353 -1.346 -1.571
C -0.898 -1.682 -2.409
C -1.877 -0.528 -2.478
O -1.855 0.299 -3.331
O -2.819 -0.469 -1.507
C 0.004 -2.374 0.719
O 0.593 -3.379 0.398
H 0.056 -3.531 6.648
H 1.095 -4.690 5.786
H 0.934 -3.032 5.208
H -1.146 -5.264 5.121
H -1.634 -3.586 4.913
H 0.598 -4.035 3.146
H -0.468 -5.407 2.946
H -1.521 -4.188 1.590
H -5.077 -1.869 4.611
H -4.966 -0.116 4.519
H -3.914 -1.021 5.648
H 0.644 1.346 -1.019
H -1.110 1.355 -0.871
H -0.683 2.644 1.362
H -1.530 3.632 -0.889
H 0.174 4.109 -1.146
H -0.702 4.731 0.240
H 1.012 -2.216 -1.647
H 0.863 -0.480 -2.001
H -0.592 -1.887 -3.437
H -1.382 -2.574 -1.995
H -2.597 -1.036 -0.752
C -0.993 9.082 -1.367
C -0.389 8.869 0.023
C -1.098 7.598 0.474
O -1.340 6.844 -0.717
C -1.103 7.648 -1.870
H -0.384 9.708 -2.017
H -1.983 9.534 -1.285
H 0.687 8.700 -0.056
H -0.554 9.702 0.705
H -2.053 7.819 0.960
H -0.503 6.990 1.158
H -0.170 7.329 -2.347
H -1.920 7.498 -2.577
C -3.151 3.710 4.411
C -3.393 2.944 3.114
C -3.707 4.077 2.142
O -2.971 5.217 2.595
C -2.443 4.961 3.899
H -2.557 3.158 5.139
H -4.103 3.979 4.874
H -2.485 2.423 2.824
H -4.198 2.210 3.178
H -4.776 4.317 2.158
H -3.420 3.862 1.112
H -1.361 4.803 3.825
H -2.623 5.836 4.525
C 2.661 -2.253 -6.308
C 1.877 -3.474 -6.788
C 1.983 -4.402 -5.584
O 2.039 -3.550 -4.434
C 2.270 -2.203 -4.838
H 2.415 -1.335 -6.839
H 3.734 -2.432 -6.407
H 0.835 -3.204 -6.971
H 2.278 -3.922 -7.696
H 2.896 -5.005 -5.618
H 1.127 -5.070 -5.479
H 1.349 -1.627 -4.691
H 3.050 -1.773 -4.205
C 6.513 -4.897 -2.159
C 5.173 -5.173 -1.479
C 4.215 -5.121 -2.662
O 4.958 -5.588 -3.795
C 6.347 -5.648 -3.474
H 7.375 -5.239 -1.587
H 6.629 -3.827 -2.344
H 5.176 -6.168 -1.030
H 4.917 -4.451 -0.705
H 3.870 -4.104 -2.862
H 3.338 -5.756 -2.534
H 6.648 -6.696 -3.369
H 6.916 -5.208 -4.295
*
```

Computed properties:
**DFT total energy**: -82725.5353 eV
**Gap between HOMO and LUMO**: 0.27946 Eh
**LUMO energy**: -1.30 eV
**HOMO level**: -8.9 eV
**Maximum force**: 0.84 eV/A
**Structure (SMILES)**: CCCNC1=C(/C(I)=C(/C)I)C(=O)C(C[C@H](C)Cl)=C(CCC(=O)O)C1=O.C1CCOC1.C1CCOC1.C1CCOC1.C1CCOC1

=====

Record 4
This record from the OMol25 dataset describes a 4-piece molecular cluster, C3H8OSi overall in a non-equilibrium geometry. The level of theory is ωB97M-V/def2-TZVPD.

The geometry in ORCA input format:
```
! wB97M-V def2-TZVPD RIJCOSX def2/J DEFGRID3
* xyz 0 1
C -1.183 0.677 -1.238
C -1.601 0.248 -0.191
C -1.173 1.141 -2.621
O 0.825 -0.408 1.372
Si 1.984 -0.077 2.224
H 0.795 -3.011 1.811
H -1.483 -0.124 0.776
H -0.152 1.499 -2.799
H -1.581 0.444 -3.320
H -1.749 2.042 -2.955
H 2.820 1.148 2.377
H 2.257 -1.049 3.200
H 0.239 -2.529 1.363
*
```

Computed properties:
**Energy above the lowest of the compared OMol25 structures with the same formula, charge and spin**: 113.1 kcal per mole
**DFT total energy**: -13161.1257 eV
**Gap between HOMO and LUMO**: 0.32815 Eh
**LUMO energy**: -0.45 eV
**HOMO level**: -9.4 eV
**Maximum force**: 3.17 eV/A

=====

Record 5
This record from the OMol25 dataset describes a 8-piece molecular cluster, C5H27N2O8 overall in a non-equilibrium geometry. The level of theory is ωB97M-V/def2-TZVPD.

The geometry in ORCA input format:
```
! wB97M-V def2-TZVPD RIJCOSX def2/J DEFGRID3
* xyz 1 1
C -1.974 -0.005 1.410
N -1.434 -0.638 0.060
C -1.731 -2.094 0.112
C -0.814 -2.877 -0.831
C -0.150 -2.030 -1.892
O 0.673 -1.092 -1.651
C -1.314 1.357 1.597
N 0.151 1.075 1.846
H -1.880 -0.881 2.163
H -3.063 0.095 1.280
H -1.713 -0.201 -0.828
H -2.804 -2.355 -0.327
H -1.681 -2.512 1.158
H -1.414 -3.831 -1.166
H -0.059 -3.418 -0.157
H -0.313 -2.049 -2.968
H -1.234 1.990 0.634
H -1.826 2.057 2.363
H 0.659 1.934 2.093
H 0.563 0.713 0.986
H 0.360 0.417 2.576
H 2.327 0.153 0.817
H 1.488 -0.707 -0.001
O 1.850 -0.693 0.826
H 1.160 -2.483 2.893
H 0.673 -1.414 2.059
O 0.330 -1.936 2.740
H 1.032 2.030 -3.377
H 1.595 1.279 -2.378
O 0.996 1.986 -2.402
H -1.362 2.622 -1.593
H -2.301 3.822 -1.295
O -2.172 2.936 -1.252
H 4.633 0.681 -0.919
H 4.185 -0.533 -0.028
O 4.271 0.400 -0.055
H -2.872 1.334 -2.029
H -3.985 0.219 -2.586
O -2.966 0.428 -2.367
H 3.293 1.002 2.400
H 3.312 1.844 1.067
O 2.781 1.601 1.841
*
```

Computed properties:
**Energy above the lowest of the compared OMol25 structures with the same formula, charge and spin**: 100.1 kcal per mole
**DFT total energy**: -24975.3381 eV
**Gap between HOMO and LUMO**: 0.33700 Eh
**LUMO energy**: -2.55 eV
**HOMO level**: -11.7 eV
**Maximum force**: 4.79 eV/A

=====

Record 6
This record from the OMol25 dataset describes a 2-piece molecular cluster, CH3FN2 overall in a non-equilibrium geometry. The level of theory is ωB97M-V/def2-TZVPD.

The geometry in ORCA input format:
```
! wB97M-V def2-TZVPD RIJCOSX def2/J DEFGRID3
* xyz 0 1
C 1.215 0.291 -0.260
N -0.017 0.099 -0.093
N -1.665 -1.319 0.408
F -2.204 -0.423 1.220
H 1.706 0.005 0.695
H 1.532 0.885 -1.153
H -0.567 0.463 -0.816
*
```

Computed properties:
**Energy above the lowest of the compared OMol25 structures with the same formula, charge and spin**: 141.1 kcal per mole
**DFT total energy**: -6776.7763 eV
**Gap between HOMO and LUMO (alpha / beta)**: 0.33989 / 0.34291 Eh
**LUMO energy (alpha / beta)**: 0.03 / 0.14 eV
**HOMO level (alpha / beta)**: -9.2 / -9.2 eV
**Maximum force**: 1.96 eV/A